C6H13NSi in the gas phase, computed with ωB97M-V with the def2-TZVPD basis set.

XYZ file:
```
21
Properties=species:S:1:pos:R:3:mulliken_charge:R:1
Si 0.21 -0.85 0.63 0.392
N -3.38 -0.92 0.57 -0.562
C -1.04 0.62 -1.58 -1.455
C 0.35 -2.22 -0.67 -0.980
C -1.14 1.60 0.84 -1.600
C 1.82 0.09 1.01 -1.184
C -1.24 0.35 -0.04 1.453
C -2.45 -0.32 0.26 -0.133
H -0.21 -1.92 -1.62 0.251
H 2.16 0.98 0.62 0.403
H -2.01 2.35 0.65 0.339
H 1.60 0.31 2.04 0.312
H -0.95 -0.37 -2.12 0.296
H -0.11 1.08 -1.72 0.434
H 2.63 -0.62 1.07 0.398
H 1.38 -2.30 -0.77 0.338
H -1.76 1.34 -2.02 0.367
H -0.30 2.02 0.41 0.459
H -0.09 -1.40 1.93 -0.176
H -0.04 -3.16 -0.28 0.305
H -1.15 1.56 1.96 0.344
```

Computed properties:
Relative energy (zero: lowest compared OMol25 entry of this formula, charge and spin), eV: 0.000
SMILES: C[SiH](C)C(C)(C)C#N
Net charge: 0
F_max, eV/Å: 3.505
LUMO energy, eV: 0.6

C36H96O38P8S3 as an isolated structure, computed with ωB97M-V with the def2-TZVPD basis set.

XYZ file:
```
181
Properties=species:S:1:pos:R:3:mulliken_charge:R:1
S 3.66 -3.13 -3.39 1.070
S -2.06 -6.02 -6.67 1.110
S -1.33 -4.76 -0.57 0.940
P 4.96 4.51 0.76 0.325
P -6.51 -3.83 -0.08 0.790
P 1.97 -1.89 4.05 0.238
P -3.63 1.12 3.11 1.387
P 1.17 4.64 5.62 0.479
P -1.82 6.42 -1.70 0.946
P 1.86 2.87 -5.90 0.859
P 0.30 -0.15 -1.10 -1.648
O 0.02 -1.39 -0.27 0.676
O 5.37 5.87 1.57 -0.390
O -0.06 1.29 -0.30 0.611
O 4.76 -2.18 -3.70 -0.756
O -2.60 7.73 -1.15 -0.339
O -2.64 2.33 3.69 -0.363
O -3.98 1.29 1.66 -0.796
O 4.00 4.70 -0.33 -0.189
O -2.38 5.12 -0.81 -0.215
O -0.32 6.71 -1.11 -0.359
O 0.99 -0.86 4.73 -0.148
O -6.03 -3.87 1.46 -0.107
O -7.83 -3.21 -0.33 -0.753
O 1.45 -3.35 4.58 -0.197
O -5.22 -3.28 -0.87 0.077
O 1.00 3.92 4.14 0.364
O 2.74 1.48 -5.92 -0.414
O 1.78 6.12 5.20 -0.206
O 6.36 3.80 0.38 -0.401
O -1.93 6.28 -3.18 -0.686
O 0.22 2.49 -5.90 -0.300
O -3.43 -5.88 -6.19 -0.643
O 2.05 3.83 6.50 -0.758
O 1.91 -0.06 -1.49 0.555
O 3.39 -1.73 4.18 -0.756
O 1.97 3.34 -4.30 0.217
O 2.42 -3.16 -4.21 -0.363
O -0.50 -0.19 -2.56 -0.180
O -6.32 -5.42 -0.42 -0.306
O -0.27 4.92 5.99 -0.138
O -4.84 0.99 4.19 -0.451
O -2.84 -0.23 3.47 -0.592
O -2.44 -3.87 -0.75 -0.551
O 1.57 -1.96 2.42 0.354
O 2.27 3.90 -6.85 -0.766
O -0.10 -4.58 -1.29 -0.348
O 4.39 3.49 1.89 0.404
O -1.78 -6.69 -7.92 -0.668
C -0.88 -6.70 -5.36 -0.947
C 2.40 7.01 6.11 -0.837
C -4.78 -1.83 -0.74 -0.209
C 3.77 -4.49 -1.14 -0.671
C 1.80 -3.73 5.86 -0.816
C -2.08 2.54 4.95 -0.137
C 2.69 1.14 -1.35 -0.866
C -5.96 0.18 3.81 -0.690
C -6.49 -4.68 2.45 -0.761
C -4.02 8.01 -1.18 -0.765
C -1.00 -4.88 1.28 -0.155
C 3.20 -3.13 -1.62 0.224
C 3.82 -5.54 -2.14 -0.365
C 0.09 -5.52 -4.96 0.162
C 1.38 0.45 4.46 -0.337
C -1.85 -6.51 -0.77 -0.420
C 0.65 5.82 -1.57 -0.515
C 2.45 0.59 -4.88 -0.011
C 2.54 -2.41 1.51 -0.237
C -1.44 1.63 -0.39 0.179
C -0.93 -6.33 1.65 -0.661
C -0.64 5.16 7.27 -0.900
C 5.12 3.17 3.08 -0.602
C 0.18 -4.71 -6.17 -0.215
C -1.89 -0.90 2.66 0.123
C -1.19 -4.46 -6.78 -0.790
C -0.77 -1.44 -3.08 -0.407
C 4.48 -4.79 -3.30 -1.254
C 3.16 4.02 -3.93 -0.798
C 6.45 3.10 -0.78 -0.327
C -6.66 -5.81 -1.81 -0.756
C 4.50 6.93 1.76 -0.601
C 0.00 4.35 3.21 -0.706
C -2.14 5.04 0.62 -0.246
C -0.75 3.37 -5.43 -0.517
C -1.08 -7.26 0.41 -0.676
H -3.81 -1.88 -1.23 -0.175
H -1.35 2.99 -4.60 0.164
H 0.55 -3.73 -5.88 -0.073
H 3.76 -2.31 -1.16 0.270
H -1.44 2.24 -1.29 0.417
H -1.75 -1.81 3.25 0.349
H -0.05 -6.70 2.18 0.335
H 3.88 3.40 -3.40 0.245
H 5.92 3.90 3.20 0.339
H 2.94 -1.50 1.05 0.130
H -5.56 -1.26 -1.25 0.440
H 7.37 3.26 -1.34 0.302
H 6.52 2.08 -0.41 0.271
H 1.95 -0.26 -5.35 0.195
H 2.15 -3.01 -1.37 -0.301
H -0.25 3.46 2.64 0.269
H 2.75 -4.26 5.81 0.257
H 5.53 2.17 2.93 0.240
H -1.80 -1.66 -3.36 0.320
H 5.56 3.08 -1.42 -0.080
H 0.43 0.96 4.32 -0.353
H -3.07 5.26 1.14 0.356
H -0.99 2.48 4.88 -0.250
H 3.55 6.82 1.24 0.205
H -4.58 -1.56 0.30 0.149
H -1.78 4.03 0.81 -0.193
H -2.48 3.42 5.45 0.147
H -2.20 0.88 -0.60 0.012
H -1.83 2.13 0.49 -0.760
H 2.66 6.53 7.05 0.317
H -2.03 -3.88 -6.38 0.363
H 2.44 1.93 -2.06 0.236
H 3.76 0.94 -1.26 0.284
H -1.39 3.63 -6.27 0.316
H 2.02 0.66 3.61 0.446
H 4.58 -6.30 -1.99 0.365
H -0.10 -7.66 0.13 0.319
H 4.39 3.16 3.90 0.074
H -1.39 4.45 7.60 0.281
H -7.43 -5.15 2.19 0.333
H 0.21 4.95 7.91 0.383
H 5.52 -4.50 -3.18 0.444
H 1.98 -3.14 0.92 -0.261
H 3.45 -2.79 1.97 0.657
H 1.82 7.91 6.35 0.318
H -0.17 -4.25 1.63 -0.227
H -0.36 -7.53 -5.84 0.388
H -6.04 -0.64 4.52 0.238
H -0.87 4.87 3.60 0.411
H 0.46 4.97 2.44 0.212
H 0.26 4.82 -1.76 0.249
H 1.03 -5.96 -4.64 0.261
H -5.80 -5.48 2.74 0.237
H -0.47 -2.30 -2.48 -0.076
H 2.42 1.63 -0.41 0.347
H 0.80 -5.32 -6.82 0.380
H 3.29 -4.92 -0.26 0.309
H 2.83 -5.93 -2.37 0.120
H 3.52 4.53 -4.83 0.398
H 1.79 0.95 -4.10 -0.112
H 1.57 5.84 -0.98 0.122
H -4.32 8.54 -0.28 0.320
H 2.93 4.81 -3.22 0.105
H -5.94 -0.01 2.74 0.330
H -0.23 -1.58 -4.02 0.086
H -2.91 -6.71 -0.92 0.285
H 1.69 0.84 5.43 0.391
H 4.16 6.77 2.78 0.223
H -6.66 -4.06 3.33 0.248
H 0.96 -4.31 6.26 0.231
H -6.29 -6.83 -1.99 0.253
H 3.35 0.20 -4.40 0.174
H -1.61 -6.64 -1.83 0.027
H -1.42 5.77 0.99 0.404
H -0.19 4.22 -5.04 0.234
H -1.01 6.16 7.47 0.304
H -4.47 8.51 -2.04 0.309
H 1.88 -2.86 6.50 0.342
H -4.64 7.16 -0.92 0.282
H -1.43 -7.30 -4.64 0.465
H -7.74 -5.75 -1.94 0.295
H -1.67 -8.15 0.64 0.396
H -6.80 0.85 4.01 0.261
H 0.97 6.17 -2.56 0.393
H -1.84 -4.41 1.78 0.308
H -1.07 -4.10 -7.80 0.475
H -0.42 -5.01 -4.14 -0.259
H 4.46 -5.20 -4.31 0.518
H -1.77 -6.53 2.31 0.312
H 3.39 7.33 5.77 0.266
H -1.00 -0.30 2.52 0.000
H -2.44 1.66 5.48 0.527
H 4.99 7.90 1.79 0.298
H -2.12 -1.23 1.64 -0.029
H -6.15 -5.15 -2.51 0.321
H 4.80 -4.28 -0.85 0.440
```

Computed properties:
Net charge: 0
F_max, eV/Å: 5.705
LUMO energy, eV: 0.1

C19H33CuF3N6O3PS3 as an isolated structure, computed with ωB97M-V with the def2-TZVPD basis set.

XYZ file:
```
69
Properties=species:S:1:pos:R:3:lowdin_spin:R:1
Cu 0.37 -0.21 0.26 0.582
S -1.70 0.66 0.85 0.137
S -0.06 0.80 -1.92 0.156
S 2.00 1.66 1.14 -0.001
P -1.90 0.50 -1.15 0.006
F -0.36 -4.40 5.83 0.000
F 0.25 -2.54 6.77 0.000
F 1.75 -3.89 5.99 0.000
O -3.01 1.44 -1.75 0.007
O -2.51 -0.92 -1.41 -0.001
O 0.00 -2.65 -1.29 -0.002
N 1.77 -1.36 -0.62 0.041
N 0.36 -1.42 1.98 0.051
N 0.37 2.95 2.80 0.000
N 3.45 -2.41 -1.67 0.001
N 0.72 3.96 0.78 0.000
N 3.97 -0.55 -0.34 0.000
C -4.42 -1.07 -2.94 0.000
C 4.81 -2.73 -2.06 0.000
C -3.09 2.88 -1.94 0.000
C 0.54 1.96 3.85 0.000
C 1.54 -1.94 3.99 0.002
C 0.52 -3.39 5.76 0.000
C -0.66 -2.80 3.63 0.002
C -0.67 -2.15 2.41 0.002
C 0.96 2.92 1.60 -0.001
C -2.25 3.31 -3.13 0.003
C -3.00 -1.54 -2.65 0.000
C 2.27 -3.14 -2.07 0.001
C 0.46 -2.69 4.43 -0.002
C 3.09 -1.40 -0.87 0.004
C 1.18 -2.40 -1.31 0.001
C -2.07 -1.31 -3.83 0.002
C 1.37 4.15 -0.51 0.000
C -2.74 3.63 -0.67 0.001
C 1.45 -1.33 2.75 0.002
H 5.25 -1.95 -2.68 0.000
H -1.70 3.45 -0.41 0.000
H -3.37 3.30 0.15 0.001
H -2.43 -1.87 -4.69 0.000
H -0.32 3.66 2.97 0.000
H -3.01 -2.60 -2.39 0.000
H 0.22 4.74 1.16 0.000
H 2.40 4.48 -0.39 0.000
H 3.62 0.27 0.13 0.000
H -1.51 -3.39 3.95 0.000
H -4.83 -1.66 -3.76 0.000
H -2.48 4.35 -3.38 0.000
H 1.49 1.46 3.71 0.000
H -0.26 1.22 3.83 0.000
H 1.36 3.22 -1.06 0.000
H 2.43 -1.83 4.59 0.000
H 4.92 -0.53 -0.68 0.000
H 5.44 -2.89 -1.19 0.000
H -4.15 3.03 -2.17 0.000
H 2.10 -3.09 -3.15 0.000
H 0.55 2.47 4.81 0.000
H 2.26 -0.74 2.36 0.000
H -4.42 -0.02 -3.22 0.000
H -5.04 -1.20 -2.06 0.000
H -2.48 2.68 -3.99 0.000
H -2.89 4.70 -0.83 0.000
H -1.19 3.22 -2.91 0.003
H -1.53 -2.20 1.76 0.000
H 4.79 -3.65 -2.64 0.000
H 0.81 4.90 -1.06 0.000
H -1.06 -1.65 -3.59 0.000
H -2.03 -0.25 -4.08 0.002
H 2.31 -4.19 -1.77 0.000
```

Computed properties:
⟨S²⟩: 0.7553
2S+1: 2
Net charge: +1
F_max, eV/Å: 0.591
LUMO energy (alpha / beta), eV: -2.3 / -3.4

C4H9N3S in the gas phase, computed with ωB97M-V with the def2-TZVPD basis set.

XYZ file:
```
17
Properties=species:S:1:pos:R:3:mulliken_charge:R:1
S 3.59 0.13 0.46 -0.136
N -2.05 -0.50 1.13 -0.628
N 0.67 1.14 0.13 -0.494
N 2.09 -0.78 0.22 -0.420
C -1.46 -0.02 -0.06 -0.046
C -0.72 1.33 -0.06 -0.463
C 0.86 -0.15 0.02 0.442
C -0.28 -0.94 -0.57 -0.842
H -1.10 2.17 0.56 0.365
H 2.29 -1.48 -0.63 0.348
H -1.25 -0.98 1.84 0.302
H -0.76 1.69 -1.10 0.248
H -0.16 -1.00 -1.69 0.328
H -2.36 0.04 -0.82 0.241
H -2.51 0.38 1.56 0.288
H 3.61 0.98 -0.63 0.143
H -0.49 -2.01 -0.36 0.324
```

Computed properties:
Relative energy (zero: lowest compared OMol25 entry of this formula, charge and spin), eV: 2.131
SMILES: N[C@H]1CN=C(NS)C1
Net charge: 0
F_max, eV/Å: 4.416
LUMO energy, eV: 0.6

A 2-piece molecular cluster, BrF2NS overall, computed with ωB97M-V with the def2-TZVPD basis set.

XYZ file:
```
5
Properties=species:S:1:pos:R:3:lowdin_spin:R:1
Br 2.85 -0.19 -0.03 0.471
S -1.41 0.05 0.29 0.000
F -1.91 -1.35 -0.40 0.000
F -0.98 -0.64 1.72 0.001
N 2.55 1.35 -0.61 1.528
```

Computed properties:
Relative energy (zero: lowest compared OMol25 entry of this formula, charge and spin), eV: 0.297
⟨S²⟩: 2.0113
2S+1: 3
Net charge: 0
F_max, eV/Å: 2.997
LUMO energy (alpha / beta), eV: -0.4 / -0.6

C53H77Ge2N8RhSSbSi3 as an isolated structure, computed with ωB97M-V with the def2-TZVPD basis set.

XYZ file:
```
146
Properties=species:S:1:pos:R:3:lowdin_spin:R:1
Sb 0.62 2.56 -1.05 0.023
Rh 0.97 0.46 0.40 0.032
Ge -3.32 3.72 -1.32 -0.002
Ge -2.75 1.15 -1.00 0.000
S -1.95 -4.64 -2.85 0.000
Si 3.84 2.93 -2.55 0.000
Si -0.26 2.44 3.24 0.067
Si 1.20 2.68 -4.30 0.001
N -6.42 -4.48 -3.70 0.000
N 2.16 -0.01 -1.40 -0.031
N 3.00 0.86 1.43 0.110
N 1.47 -4.10 3.04 0.000
N 0.98 -1.78 2.41 0.005
N 2.27 -2.30 4.44 0.000
N -0.09 -2.80 4.37 0.001
N -0.76 -0.74 -0.81 0.002
C -1.64 -2.96 -0.66 0.000
C 2.09 -1.38 3.32 0.002
C 2.79 -0.12 -3.67 -0.001
C 0.97 1.76 1.98 0.485
C -2.32 4.47 -2.85 0.001
C -4.04 0.46 0.35 0.000
C 2.37 1.80 2.20 0.049
C 3.10 2.62 3.07 0.086
C -0.24 -1.88 3.26 0.002
C 5.03 2.18 -3.82 0.000
C -5.22 4.18 -1.59 -0.001
C 3.08 -1.46 -3.56 0.002
C 0.81 4.52 -4.18 0.001
C -6.00 -0.38 2.15 0.000
C -3.96 -0.96 -2.70 0.000
C 0.24 -4.13 3.84 0.000
C 2.56 -3.63 3.91 0.000
C 1.52 4.31 -0.14 0.012
C -4.15 -4.50 -4.46 0.000
C -1.24 -1.77 -0.09 -0.002
C 1.03 -2.36 5.21 0.000
C -5.98 -4.45 -2.44 0.000
C -3.47 1.09 -3.85 0.000
C -5.93 0.95 1.77 0.000
C 1.30 -3.16 1.95 0.000
C -5.53 -4.51 -4.68 0.000
C 3.73 4.79 -2.84 0.000
C -4.63 -4.44 -2.11 0.000
C -0.46 1.77 -4.47 0.000
C -3.45 0.34 -2.68 0.001
C 0.22 1.77 4.95 0.016
C -0.70 -0.88 -2.14 -0.002
C 2.10 2.46 -5.94 0.000
C -4.01 0.58 -5.01 0.000
C -5.09 -1.29 1.64 0.000
C 2.47 -1.32 -1.28 0.004
C -4.94 1.37 0.89 0.000
C 4.29 0.63 1.61 -0.001
C -3.71 -4.48 -3.15 0.000
C 2.92 -2.09 -2.33 0.001
C -1.94 1.76 2.73 0.002
C -2.61 4.53 0.34 0.000
C 4.45 2.38 3.22 -0.004
C 2.32 0.62 -2.58 -0.003
C 5.06 1.35 2.51 0.099
C -4.52 -1.47 -3.86 0.000
C -1.13 -2.02 -2.80 0.001
C 4.60 2.52 -0.89 0.001
C -1.59 -3.10 -2.05 -0.003
C -0.24 4.33 3.36 0.017
C -4.54 -0.70 -5.02 0.000
C -4.11 -0.87 0.75 0.000
C 2.07 2.09 -2.67 0.003
H 2.23 1.42 -6.25 0.000
H -1.36 3.98 -3.00 0.001
H -2.46 2.43 2.05 0.000
H -4.95 -2.46 -3.86 0.000
H -0.58 -4.48 3.21 0.000
H 1.29 1.58 5.03 0.000
H -5.67 3.61 -2.40 0.000
H -5.14 -2.33 1.95 0.000
H -6.76 -0.70 2.86 0.000
H 0.81 -1.36 5.61 0.000
H 2.82 5.25 -2.45 0.000
H -4.03 1.19 -5.91 0.000
H -6.74 -4.44 -1.67 0.000
H 1.89 -0.38 3.70 0.002
H 2.23 -3.13 1.37 0.000
H 4.73 -0.15 1.00 -0.001
H 4.58 5.28 -2.36 0.000
H 0.41 4.64 4.19 0.000
H 5.99 2.69 -3.72 0.000
H 4.70 2.29 -4.85 0.000
H -6.64 1.67 2.15 0.000
H 3.48 -3.59 3.32 0.000
H -0.05 2.50 5.72 0.002
H 1.64 5.13 -4.53 0.000
H 0.11 4.84 2.46 0.000
H -5.21 5.24 -1.86 0.000
H -1.29 -1.60 0.97 0.000
H -0.31 0.84 5.18 0.000
H -1.09 -2.07 -3.88 0.000
H 3.96 2.74 -0.04 0.000
H -5.92 -4.53 -5.69 0.000
H 6.10 1.11 2.64 0.006
H 3.07 2.95 -5.96 0.000
H 5.21 1.12 -3.62 0.000
H -3.31 4.44 1.17 0.000
H -0.48 -0.89 3.63 0.001
H -0.33 0.76 -4.87 0.000
H -4.87 2.42 0.64 0.000
H -3.42 -1.60 0.36 0.000
H -2.59 1.60 3.60 0.000
H -3.45 -4.53 -5.28 0.000
H -4.97 -1.10 -5.93 0.000
H 2.60 3.41 3.61 0.004
H 3.13 -3.14 -2.19 0.000
H -1.07 -2.25 2.65 0.000
H -1.00 1.70 -3.53 0.000
H 2.70 -4.33 4.73 0.000
H -2.91 4.41 -3.76 0.000
H 0.49 -3.51 1.30 0.000
H -1.66 4.07 0.62 0.000
H -3.07 2.10 -3.84 0.000
H -1.82 0.80 2.22 0.002
H -0.03 4.74 -4.85 0.000
H 1.04 5.20 -0.55 0.001
H 3.01 -1.37 2.74 0.000
H 1.47 2.94 -6.70 0.000
H 4.85 1.46 -0.85 0.000
H 1.34 4.26 0.93 0.005
H 0.54 4.86 -3.18 0.000
H 3.46 -2.01 -4.41 0.000
H 0.37 -4.82 4.67 0.000
H -2.14 5.53 -2.63 0.000
H 5.04 2.99 3.89 -0.002
H 3.79 5.02 -3.90 0.000
H -5.82 4.05 -0.69 0.000
H -2.44 5.59 0.15 0.000
H -1.09 2.31 -5.17 0.000
H 2.94 0.39 -4.61 0.000
H 5.54 3.08 -0.75 0.000
H 2.35 -1.74 -0.29 0.002
H -1.99 -3.78 -0.04 0.000
H 1.15 -3.05 6.04 0.000
H -1.24 4.71 3.58 0.002
H -4.32 -4.43 -1.07 0.000
H 2.59 4.34 -0.34 0.000
H -0.30 -0.04 -2.69 0.000
H -3.97 -1.56 -1.80 0.000
```

Computed properties:
⟨S²⟩: 1.1585
2S+1: 2
Net charge: +2
F_max, eV/Å: 2.995
LUMO energy (alpha / beta), eV: -6.9 / -6.9

- Which of these has the highest F_max?
  C36H96O38P8S3

- Which of these has the highest F_max?
  C36H96O38P8S3

- Number 5 is which compound?
  BrF2NS